14 unconnected molecules or ions with the total composition H28O14 in a non-equilibrium geometry, computed with ωB97M-V/def2-TZVPD.

Each line ends with the natural charge from an NBO analysis.
Positions of all 42 atoms, in Å:
1 H -0.684 -1.175 -0.001  0.4477
2 H 0.821 -1.131 0.175  0.4709
3 H -5.152 0.228 -1.654  0.4615
4 H -3.717 0.918 -1.505  0.4592
5 H 3.116 -1.233 -1.950  0.4691
6 H 3.987 -1.240 -3.076  0.4833
7 H 2.728 2.311 -2.544  0.4872
8 H 1.431 1.343 -2.891  0.4945
9 H 4.225 0.567 3.753  0.4655
10 H 3.406 0.163 2.549  0.4722
11 H -1.011 -2.494 -1.557  0.4512
12 H 0.575 -2.751 -1.799  0.4828
13 H -3.647 -3.236 0.397  0.4610
14 H -3.044 -3.110 -1.090  0.4714
15 H -2.414 -3.662 1.759  0.4519
16 H -1.712 -2.467 2.149  0.4535
17 H 0.871 4.220 0.583  0.4467
18 H 0.544 3.753 -0.696  0.4651
19 H -0.737 1.073 4.129  0.4749
20 H -0.326 0.794 2.636  0.4878
21 H -1.366 2.486 -1.447  0.4653
22 H -1.920 3.636 -0.425  0.4999
23 H 6.157 -2.323 -0.141  0.4550
24 H 4.963 -2.028 -0.987  0.4809
25 H -4.842 -0.454 0.438  0.4376
26 H -4.662 0.893 1.049  0.4684
27 H 1.474 2.651 1.751  0.4604
28 H 1.649 1.910 0.486  0.4754
29 O 0.054 -0.646 -0.093  -0.9199
30 O -4.698 1.080 -1.626  -0.9208
31 O 3.792 -1.783 -2.260  -0.9328
32 O 1.965 1.806 -2.142  -0.9805
33 O 4.151 0.773 2.804  -0.9375
34 O -0.273 -2.334 -2.159  -0.9342
35 O -3.403 -3.753 -0.379  -0.9289
36 O -1.821 -3.361 2.542  -0.9076
37 O 0.114 4.122 -0.002  -0.9139
38 O -0.378 0.479 3.483  -0.9635
39 O -1.843 3.301 -1.380  -0.9632
40 O 5.747 -1.635 -0.599  -0.9554
41 O -5.293 0.456 0.423  -0.9063
42 O 1.177 1.854 1.296  -0.9355

relative energy (zero: lowest compared OMol25 entry of this formula, charge and spin)	137.36	kcal per mole
LUMO energy	-0.90	eV
orbital gap	8.8	eV
total energy	-29115.6954	eV

A molecular structure, C26H37Cl2N4OPbSi, computed with ωB97M-V/def2-TZVPD.

Each line ends with the Mulliken charge.
Positions of all 72 atoms, in Å:
1 Pb 0.215 -0.971 -0.048  0.9247
2 C 0.906 3.858 -2.529  -1.2797
3 Si 0.052 2.170 -2.424  0.0167
4 C -1.221 2.094 -3.805  -0.9183
5 C 1.416 0.977 -2.877  -0.5106
6 N -0.618 1.797 -0.900  0.3920
7 C -1.560 2.517 -0.253  0.5167
8 C -2.161 3.728 -0.712  -0.6045
9 C -3.153 4.408 -0.027  -0.9817
10 C -3.652 3.920 1.176  -0.7462
11 C -3.113 2.734 1.660  -0.6027
12 C -2.097 2.086 0.985  0.0622
13 O -1.595 0.864 1.463  0.5960
14 C -1.410 0.656 2.792  0.2487
15 C -1.605 -0.644 3.242  -0.9642
16 C -1.323 -0.969 4.561  -0.4028
17 C -0.859 -0.001 5.444  -0.5788
18 C -0.681 1.299 4.986  -0.7003
19 C -0.953 1.636 3.667  -0.2314
20 H 1.355 3.988 -3.519  0.3437
21 H 1.713 3.914 -1.791  0.3353
22 H 0.244 4.704 -2.349  0.3430
23 H -0.757 2.206 -4.791  0.3613
24 H -1.987 2.866 -3.698  0.3041
25 H -1.724 1.122 -3.774  0.1065
26 H 1.804 1.243 -3.866  0.4385
27 H 1.066 -0.057 -2.923  -0.1076
28 H 2.255 1.008 -2.178  0.2191
29 H -1.832 4.116 -1.663  0.1906
30 H -3.555 5.322 -0.449  0.3799
31 H -4.436 4.431 1.717  0.3800
32 H -3.488 2.306 2.582  0.4511
33 H -1.945 -1.393 2.540  0.2262
34 H -1.459 -1.991 4.893  0.4291
35 H -0.645 -0.253 6.474  0.3949
36 H -0.315 2.065 5.659  0.3869
37 H -0.811 2.648 3.310  0.6020
38 Cl -1.489 -3.644 1.585  -0.2263
39 C -0.060 -3.252 0.581  -0.8107
40 Cl 2.669 -1.713 -0.601  -0.5847
41 H -0.140 -3.771 -0.370  0.4683
42 H 0.843 -3.524 1.118  0.3876
43 N 1.784 1.102 0.801  -0.2947
44 C 2.000 1.273 2.228  -0.2012
45 C 2.272 -0.066 2.901  -0.7678
46 N 1.092 -0.924 2.805  -0.2182
47 H 2.615 0.788 0.313  0.3116
48 H 1.350 1.887 0.330  -0.0361
49 H 1.092 1.701 2.662  -0.1843
50 H 2.825 1.958 2.460  0.4586
51 H 2.596 0.112 3.932  0.4072
52 H 3.089 -0.561 2.371  0.4803
53 H 0.344 -0.620 3.419  -0.1554
54 H 1.300 -1.892 3.011  0.2406
55 C -3.226 -0.699 -1.049  -0.3236
56 C -3.029 -1.288 -2.401  0.7091
57 C -4.088 -1.489 -3.259  -0.8568
58 C -3.897 -2.025 -4.535  -0.5642
59 C -2.613 -2.350 -4.975  -0.8877
60 C -1.515 -2.161 -4.167  1.5763
61 C -0.127 -2.449 -4.651  -1.4228
62 C -1.683 -1.654 -2.812  -0.1201
63 N -0.615 -1.555 -2.066  -0.6937
64 H -4.261 -0.391 -0.896  0.3727
65 H -2.573 0.161 -0.921  -0.2513
66 H -2.963 -1.421 -0.268  0.1473
67 H -5.087 -1.220 -2.935  0.3761
68 H -4.747 -2.182 -5.187  0.3722
69 H -2.473 -2.744 -5.977  0.3545
70 H -0.148 -3.032 -5.572  0.4503
71 H 0.449 -2.972 -3.889  0.2619
72 H 0.408 -1.514 -4.843  0.2048

net charge	-1
relative energy (zero: lowest compared OMol25 entry of this formula, charge and spin)	19.54	kcal per mole
LUMO energy (alpha / beta)	1.99 / 1.36	eV
orbital gap (alpha / beta)	6.0 / 5.3	eV
total energy	-73741.9075	eV

A molecular structure, C14H14ClNO2Tc in a non-equilibrium geometry, computed with ωB97M-V/def2-TZVPD.

Each line ends with the Löwdin spin population.
Positions of all 33 atoms, in Å:
1 C -0.323 0.572 -3.627  0.0131
2 C 1.064 0.771 -3.381  0.0168
3 C 1.205 1.823 -2.413  0.0122
4 C -0.083 2.209 -1.996  0.0695
5 C -1.052 1.402 -2.674  0.0238
6 Tc 0.016 -0.266 -1.741  1.4372
7 N -1.629 -0.967 -1.422  0.9939
8 C -0.088 -1.972 -2.584  0.0999
9 C 1.352 -1.631 -2.337  0.0617
10 H 2.154 2.252 -2.060  0.0020
11 H 1.896 0.382 -3.964  0.0012
12 H -0.306 3.000 -1.285  0.0047
13 H -2.128 1.571 -2.678  0.0027
14 H -0.774 -0.034 -4.402  0.0041
15 H 1.799 -1.660 -3.295  0.0065
16 H -0.348 -2.818 -1.961  0.0116
17 H -2.093 -1.778 -0.884  0.0459
18 H 1.731 -2.334 -1.618  0.0164
19 H -0.642 -1.943 -3.522  0.0080
20 Cl -0.470 0.719 6.952  0.0000
21 C -0.325 0.408 5.273  0.0000
22 C 0.307 -0.761 4.819  0.0003
23 C 0.447 -0.990 3.451  0.0014
24 C -0.039 -0.063 2.526  0.0041
25 C -0.661 1.086 2.976  0.0013
26 C -0.808 1.338 4.343  0.0000
27 C 0.144 -0.281 1.064  0.0174
28 O 0.728 -1.302 0.637  0.0275
29 O -0.339 0.584 0.215  0.1158
30 H 0.681 -1.470 5.548  0.0000
31 H 0.926 -1.891 3.091  0.0002
32 H -1.050 1.800 2.258  0.0006
33 H -1.293 2.245 4.692  0.0000

2S+1	4
relative energy (zero: lowest compared OMol25 entry of this formula, charge and spin)	34.27	kcal per mole
LUMO energy (alpha / beta)	0.24 / -0.60	eV
orbital gap (alpha / beta)	7.7 / 8.0	eV
total energy	-35046.1516	eV